The following is a DFT calculation (the ωB97M-V functional and the def2-TZVPD basis) of a molecular structure, C19H48HfNO17S5.

Structure (XYZ):
```
91
Properties=species:S:1:pos:R:3:forces:R:3:mulliken_charge:R:1
Hf -0.033503 3.884657 1.199253 1.4 -10.1 -5.8 1.531
N 0.539007 0.537777 -0.269037 0.6 -1.1 0.2 -0.064
O 0.081387 -0.341563 0.422073 -1.0 -1.5 1.0 -0.098
O 0.366247 1.713197 0.117573 -0.1 3.2 -0.3 1.775
O 1.206337 0.288097 -1.264177 0.1 0.7 -0.4 -0.608
C -3.795163 1.270607 3.445553 1.6 -0.5 -0.2 -0.843
S -3.304583 1.753157 1.665413 -1.2 0.7 0.6 0.296
O -1.896253 2.449487 1.654013 0.3 0.7 0.6 -0.608
C -3.209683 0.046397 1.072483 0.3 0.1 0.7 0.249
H -4.686463 0.643167 3.449083 -0.1 0.3 -0.5 0.412
H -3.853033 2.013757 4.240833 -0.3 0.8 -0.8 0.388
H -2.969543 0.647257 3.788883 0.1 -0.3 -0.2 0.158
H -3.160903 -0.054053 -0.011777 0.3 0.2 0.1 0.019
H -4.154133 -0.388593 1.399423 -0.2 0.1 -0.1 0.595
H -2.432753 -0.477213 1.629553 0.2 0.0 -0.4 -0.594
C 1.373047 1.445047 5.082793 -0.7 0.6 0.5 -0.979
S -0.056893 1.362177 3.930563 1.1 -1.7 1.7 0.300
O 0.357847 2.153137 2.702623 0.8 2.2 -0.9 -0.134
C 0.186437 -0.462903 3.664473 -0.5 0.4 -1.1 -0.424
H 1.201007 0.687617 5.847513 -0.3 0.1 0.1 0.477
H 1.288187 2.425807 5.550773 0.3 0.0 0.1 0.428
H 2.377587 1.260347 4.702163 -0.3 0.1 -0.6 0.223
H -0.685863 -0.793043 3.100363 0.1 -0.2 0.1 -0.066
H 0.266907 -0.975113 4.623263 -0.3 0.4 0.2 0.786
H 1.068497 -0.726133 3.080723 0.0 0.5 -0.1 -0.121
C 2.334767 2.783917 -2.871127 -1.2 -0.3 0.1 -0.605
S 1.502507 4.318307 -2.282807 1.9 0.0 0.9 0.334
O 1.067927 4.112957 -0.803567 -0.4 0.9 1.6 -0.641
C 3.112367 5.155747 -2.054247 -0.6 0.4 0.0 -1.103
H 1.566857 2.165737 -3.336167 0.0 -0.2 0.4 0.089
H 2.788517 2.308637 -2.001467 -0.1 -0.1 -0.2 0.162
H 3.055817 2.975317 -3.665827 0.1 0.6 0.2 0.606
H 3.455797 5.276137 -3.081697 0.2 0.4 0.2 0.469
H 3.842497 4.611217 -1.455497 -0.3 -0.6 -0.2 0.301
H 2.948887 6.088427 -1.514357 -0.2 0.2 -0.5 0.401
C 3.177297 0.801557 1.805213 0.0 0.7 -0.3 -0.703
S 3.570807 2.522147 1.203373 1.1 -1.4 1.8 0.433
O 2.237287 3.218217 1.208043 -2.5 2.6 1.0 -0.402
C 4.566597 3.101817 2.688133 -0.9 -0.1 0.2 -1.052
H 2.724737 0.294677 0.952943 0.6 -0.2 -0.1 0.212
H 2.418457 0.777157 2.587313 0.3 0.7 -0.1 -0.453
H 4.099807 0.363307 2.186003 0.0 -0.3 -0.4 0.747
H 4.070717 2.843007 3.623673 -0.3 -0.5 -0.2 0.240
H 4.641787 4.185197 2.781533 0.2 0.0 -0.9 0.387
H 5.545047 2.621547 2.678603 0.0 0.1 -0.4 0.464
C -1.777583 1.533387 -2.511537 0.1 0.3 -0.3 -0.215
S -2.317933 3.149537 -1.924797 -1.2 -0.7 -0.5 0.334
O -1.323213 3.535687 -0.818757 0.5 1.5 1.1 -0.590
C -2.071963 4.106977 -3.497827 1.1 0.4 1.0 -0.835
H -1.753033 0.803067 -1.702747 0.0 0.2 0.0 -0.549
H -0.819283 1.613087 -3.024767 0.1 0.0 0.2 0.192
H -2.521893 1.209857 -3.239167 -0.2 0.0 0.1 0.697
H -1.003153 4.288467 -3.610937 0.1 -0.2 -0.1 0.194
H -2.522603 5.092317 -3.379017 -0.3 -0.2 0.0 0.397
H -2.432543 3.589357 -4.386737 -0.3 -0.3 0.4 0.412
C -1.771083 -3.415343 0.829453 0.0 2.9 -0.5 -0.267
O -2.310813 -4.144353 -0.215567 0.4 -1.8 0.3 -0.324
C -3.522163 -3.961673 -0.744107 -0.7 0.6 -1.0 0.849
O -4.263273 -2.996723 -0.716427 1.0 -0.2 1.1 -0.582
O -3.721723 -5.026293 -1.478677 -0.4 -1.3 -1.1 -0.339
C -4.926053 -5.073633 -2.298577 -0.4 0.5 0.6 -0.304
H -0.900133 -3.786963 1.369313 -0.6 -1.3 -0.1 0.271
H -2.548003 -3.006743 1.475623 0.0 -0.3 0.3 0.345
H -1.316333 -2.564603 0.321963 0.1 0.7 0.2 -0.159
H -4.950043 -4.224893 -2.982087 0.0 0.1 0.3 -0.021
H -5.763463 -5.065533 -1.600887 -0.1 0.2 -0.3 0.330
H -5.015603 -5.974203 -2.906077 0.8 -0.2 0.4 0.246
C -0.492253 -2.055083 -3.037557 2.2 0.5 2.3 -0.294
O -1.352043 -2.424943 -4.033347 -2.9 -0.5 -1.0 -0.350
C -2.663543 -2.100383 -3.893777 -2.6 0.2 -1.0 0.751
O -3.173673 -1.242593 -3.172187 1.8 -1.2 -0.9 -0.497
O -3.455143 -2.859293 -4.772937 2.1 0.5 1.2 -0.330
C -4.816453 -2.466533 -5.005037 -0.4 1.4 0.4 -0.770
H -0.925333 -1.932923 -2.044777 -0.6 0.2 -0.2 -0.106
H 0.128897 -1.182033 -3.237657 -0.5 0.5 -0.4 0.225
H 0.286777 -2.798323 -2.867817 -0.3 -0.6 -0.5 0.395
H -5.322313 -2.127463 -4.101017 0.2 -0.4 0.3 0.325
H -5.424603 -3.235093 -5.482087 0.7 -0.4 0.1 0.300
H -4.848923 -1.579643 -5.637857 0.3 -0.1 -0.3 0.291
C 2.036997 -3.121293 1.942273 -2.4 0.1 -1.4 -0.709
O 3.229517 -2.449783 1.883353 1.9 0.9 0.3 -0.140
C 4.346767 -3.098933 1.620353 3.5 -3.8 -0.3 0.577
O 4.494337 -4.308933 1.334563 -0.9 4.2 0.8 -0.567
O 5.365877 -2.201763 1.809063 -1.1 0.1 0.3 -0.255
C 6.791227 -2.446913 1.681893 -0.2 0.3 -0.7 -0.695
H 1.483817 -2.621623 1.147023 -0.8 0.0 0.1 0.125
H 1.564697 -2.861363 2.889623 0.0 -0.7 0.1 0.320
H 1.999687 -4.165743 1.632693 0.7 -0.1 0.7 0.465
H 7.124477 -3.436933 1.993193 -0.4 0.0 -0.3 0.326
H 7.316437 -1.686243 2.259513 -0.5 -0.1 0.5 0.242
H 7.054447 -2.165053 0.662403 0.1 -0.8 -0.2 0.307
```
Positions in Å, forces in eV/Å.

## Properties
Total charge ... +3
2S+1 ... 1
Calculated total energy ... -4124.2266 a.u.